P) The following is a DFT calculation (ωB97M-V/def2-TZVPD) of 2 unconnected molecules or ions with the total composition C3H8O3.

The geometry in XYZ format:
```
14
Properties=species:S:1:pos:R:3:nbo_charge:R:1
C -0.6456 1.2482 0.1796 -0.399
C -1.6360 0.5075 -0.3049 -0.190
C -1.6416 -0.9961 -0.2231 -0.642
H 0.1130 0.9518 0.8940 0.216
H -0.6245 2.3069 -0.0755 0.184
H -2.4742 1.0115 -0.7956 0.194
H -0.6941 -1.2870 0.2804 0.189
H -2.4563 -1.3940 0.3769 0.213
H -1.6673 -1.5095 -1.1942 0.218
O 3.4237 0.0757 -0.4095 -0.420
O 2.0181 -0.0779 -0.5737 -0.029
O 1.4924 -0.3175 0.7546 -0.468
H 3.4371 0.7633 0.2760 0.460
H 1.3552 -1.2830 0.8150 0.472
```

Summary:
Charge = 0
Gap between HOMO and LUMO = 9.94 eV
E_LUMO = 0.69 eV
SMILES = C=CC.OOO
HOMO = -9.243 eV

***

Q) The following is a DFT calculation (ωB97M-V/def2-TZVPD) of 3 unconnected molecules or ions with the total composition C3H8O3.

The geometry in XYZ format:
```
14
Properties=species:S:1:pos:R:3:nbo_charge:R:1
C 0.4172 -0.3146 0.1571 0.455
C -1.6737 0.1303 -0.5066 0.153
C 0.7657 0.5079 1.3635 -0.711
O 0.3252 0.1920 -1.0084 -0.465
O 2.2178 -0.6985 -0.8063 -0.975
O -2.0824 -0.9473 -1.1931 -0.645
H 2.7854 0.0861 -0.7844 0.427
H -1.7594 -0.8969 -2.1043 0.507
H 0.1640 -1.3676 0.3245 0.170
H -1.7342 1.1075 -0.9753 0.189
H -1.9990 0.0932 0.5289 0.192
H 1.6239 0.0579 1.8621 0.262
H 1.0156 1.5263 1.0685 0.230
H -0.0660 0.5238 2.0738 0.213
```

Summary:
Charge = 0
Gap between HOMO and LUMO (spin up / spin down) = 7.64 / 6.92 eV
E_LUMO (spin up / spin down) = -0.26 / -0.43 eV
HOMO (spin up / spin down) = -7.897 / -7.347 eV

***

Pick Q): it beats the second-best structure by 17.2 kcal/mol.

***

P) The following is a DFT calculation (ωB97M-V/def2-TZVPD) of a single C3H8O3 molecule.

The geometry in XYZ format:
```
14
Properties=species:S:1:pos:R:3:nbo_charge:R:1
O 0.4304 -1.2527 1.7632 -0.738
C -0.4249 -0.3765 1.0336 -0.098
C -0.0436 -0.4717 -0.4422 0.045
O 1.3656 -0.4402 -0.5648 -0.738
C -0.5669 0.7216 -1.2325 -0.076
O 0.0603 1.9085 -0.8020 -0.720
H 0.7503 -0.7848 2.5411 0.481
H -1.4745 -0.6700 1.1696 0.173
H -0.3042 0.6625 1.3623 0.186
H -0.4449 -1.4055 -0.8666 0.164
H 1.6882 -0.9648 0.1861 0.491
H -0.3951 0.5437 -2.3046 0.171
H -1.6445 0.8438 -1.0765 0.180
H 1.0038 1.6863 -0.7666 0.481
```

Summary:
Charge = 0
Gap between HOMO and LUMO = 11.01 eV
E_LUMO = 0.69 eV
SMILES = OCC(O)CO
HOMO = -10.315 eV

***

Q) The following is a DFT calculation (ωB97M-V/def2-TZVPD) of a molecular structure, C3H8O3.

The geometry in XYZ format:
```
14
Properties=species:S:1:pos:R:3:nbo_charge:R:1
C -1.4973 -0.3093 -0.6579 0.206
O -2.7923 -0.0146 -0.4007 -0.690
O -0.5970 -0.2465 0.7226 -0.742
H -3.2415 -0.7470 0.0483 0.487
H -1.0207 0.3891 1.3178 0.496
H -1.3264 -1.3600 -0.9268 0.163
H 0.3993 1.1327 -0.7930 -0.034
C 2.0087 -0.2697 0.0968 -0.707
C 0.9785 0.7692 0.4182 0.571
O 1.0464 1.6260 1.2581 -0.627
H -0.7184 0.6197 -1.1381 0.197
H 2.4078 -0.6864 1.0236 0.227
H 2.8073 0.1723 -0.4960 0.238
H 1.5454 -1.0755 -0.4728 0.215
```

Summary:
Charge = 0
Gap between HOMO and LUMO = 9.14 eV
E_LUMO = 0.48 eV
HOMO = -8.661 eV

***

Pick P): it beats the second-best structure by 72.7 kcal/mol.

***

P) The following is a DFT calculation (ωB97M-V/def2-TZVPD) of 2 unconnected molecules or ions with the total composition C2H6NO.

The geometry in XYZ format:
```
10
Properties=species:S:1:pos:R:3:nbo_charge:R:1
C -1.7262 -0.6106 -0.0476 0.137
C 2.3465 0.2280 -0.1210 0.347
N -1.3015 0.4918 0.2878 -0.571
O 1.3556 -0.0266 0.4950 -0.570
H -2.8203 -0.8071 -0.2504 0.224
H -1.2588 -1.5533 -0.4090 0.248
H 3.3421 -0.2402 -0.0254 0.161
H 2.1989 0.8420 -1.0179 0.123
H -0.2303 0.5643 0.3970 0.471
H -1.9062 1.1116 0.6915 0.430
```

Summary:
Charge = +1
Gap between HOMO and LUMO = 9.93 eV
E_LUMO = -5.08 eV
HOMO = -15.016 eV

***

Q) The following is a DFT calculation (ωB97M-V/def2-TZVPD) of a gas-phase ion, C2H6NO (charge +1).

The geometry in XYZ format:
```
10
Properties=species:S:1:pos:R:3:nbo_charge:R:1
N 0.6990 -0.8170 0.7166 -0.718
C 0.1442 -0.0334 -0.4687 0.186
C -1.0122 0.8908 -0.3824 -0.126
O 0.4149 1.2834 -0.4919 -0.430
H 0.0680 -1.0238 1.4447 0.447
H 1.5361 -0.2559 1.0838 0.478
H 0.9410 -1.7678 0.2488 0.467
H 0.4584 -0.6005 -1.3812 0.213
H -1.6938 1.1124 -1.3011 0.248
H -1.5556 1.2118 0.5312 0.235
```

Summary:
Charge = +1
Gap between HOMO and LUMO = 12.05 eV
E_LUMO = -4.11 eV
SMILES = [NH3+][C@H]1CO1
HOMO = -16.164 eV

***

Pick P): it beats the second-best structure by 5.2 kcal/mol.

***

P) The following is a DFT calculation (ωB97M-V/def2-TZVPD) of 2 unconnected molecules or ions with the total composition C2H6NO.

The geometry in XYZ format:
```
10
Properties=species:S:1:pos:R:3:nbo_charge:R:1
C 0.7039 -0.6194 -0.4186 -0.301
C -0.5188 -0.0898 0.3183 0.420
N 0.5768 0.7559 -0.1539 -0.580
O -1.6968 -0.0114 -0.1679 -0.686
H 1.5626 -1.1372 -0.0191 0.264
H 0.4923 -0.8896 -1.5284 0.260
H -0.2395 0.0308 2.1883 0.119
H 1.1954 1.1407 0.6166 0.477
H 0.3897 1.3046 -1.0507 0.465
H -2.4655 -0.4847 0.2153 0.563
```

Summary:
Charge = +1
Gap between HOMO and LUMO = 9.98 eV
E_LUMO = -5.24 eV
HOMO = -15.223 eV

***

Q) The following is a DFT calculation (ωB97M-V/def2-TZVPD) of a gas-phase ion, C2H6NO (charge +1).

The geometry in XYZ format:
```
10
Properties=species:S:1:pos:R:3:nbo_charge:R:1
N -1.0159 0.3083 0.3907 -0.748
C -0.1270 0.0240 -1.0979 -0.213
C 0.3010 -1.3858 -0.8371 0.403
O 0.0314 -1.8741 0.1678 -0.463
H -0.2454 0.5139 1.0168 0.433
H -1.5424 -0.4537 0.9087 0.471
H -1.6325 1.1220 0.3552 0.437
H 0.5436 0.8599 -0.9687 0.254
H -0.7837 0.1544 -1.9215 0.256
H 0.8047 -1.9359 -1.6728 0.172
```

Summary:
Charge = +1
Gap between HOMO and LUMO = 11.21 eV
E_LUMO = -4.39 eV
SMILES = [NH3+]CC=O
HOMO = -15.596 eV

***

Pick Q): it beats the second-best structure by 84.7 kcal/mol.